Record 1
This record from OMol25 describes C8H12N2O2 as an isolated structure at a distorted geometry. The level of theory is the ωB97M-V functional and the def2-TZVPD basis.

Geometry as ORCA input:
```
! wB97M-V def2-TZVPD RIJCOSX def2/J DEFGRID3
* xyz 0 1
C -3.552 0.456 0.356
C -1.601 -0.297 -0.276
C -1.052 -1.555 -0.673
C 0.401 -1.579 -1.120
C 1.460 -1.910 -0.012
C 2.049 -1.163 1.385
C 2.949 0.034 0.878
C 1.706 2.023 -0.416
H -0.971 0.153 0.590
H -1.687 0.479 -0.986
H -1.572 -1.867 -1.676
H -1.222 -2.266 0.078
H 0.549 -0.661 -1.713
H 0.501 -2.359 -1.931
H 1.272 -2.955 0.076
H 2.259 -1.979 -0.877
H 1.263 -0.570 2.276
H 2.642 -2.288 1.858
H 3.254 0.955 1.592
H 3.705 -0.415 0.246
N -2.987 -0.475 0.003
N 1.997 0.669 -0.122
O -4.056 1.420 0.794
O 1.903 3.125 -0.722
*
```

The value obtained for the relative energy (zero: lowest compared OMol25 entry of this formula, charge and spin) is 7.536 eV. The calculation puts the HOMO energy at -9.741 eV. The calculation puts the HOMO-LUMO gap at 9.687 eV.

=====

Record 2
This record from OMol25 describes one molecule with the formula C5H9NO2 at a distorted geometry. The level of theory is the ωB97M-V functional and the def2-TZVPD basis.

Geometry as ORCA input:
```
! wB97M-V def2-TZVPD RIJCOSX def2/J DEFGRID3
* xyz 0 1
C 0.992 1.403 -0.989
N -0.090 0.433 -1.182
C -0.792 0.010 0.018
C -2.181 -0.459 -0.342
O -3.117 -0.297 0.392
C -0.057 -0.974 0.931
C 1.379 -0.701 1.286
O 2.263 -1.479 1.035
H 0.973 1.805 0.014
H 1.982 0.995 -1.185
H 0.801 2.286 -1.607
H 0.175 -0.236 -1.883
H -0.933 0.912 0.554
H -2.304 -0.955 -1.323
H -0.600 -0.983 1.872
H -0.093 -1.988 0.587
H 1.602 0.229 1.823
*
```

The value obtained for the relative energy (zero: lowest compared OMol25 entry of this formula, charge and spin) is 1.998 eV. The calculation puts the HOMO energy at -9.175 eV. The calculation puts the HOMO-LUMO gap at 9.999 eV.

=====

Record 3
This record from OMol25 describes C21H17ClN3O4Pt as an isolated structure. The level of theory is the ωB97M-V functional and the def2-TZVPD basis.

Geometry as ORCA input:
```
! wB97M-V def2-TZVPD RIJCOSX def2/J DEFGRID3
* xyz -1 1
Pt 0.479 -0.180 0.154
O -0.815 3.743 0.933
C -0.832 2.658 0.386
N 0.260 1.936 -0.055
C 1.361 2.597 -0.490
O 1.565 3.798 -0.586
C 2.436 1.655 -1.010
C 3.613 2.177 -1.518
C 4.569 1.312 -2.020
C 4.311 -0.050 -2.007
C 3.112 -0.495 -1.480
N 2.197 0.338 -0.986
C -2.160 1.977 0.145
C -3.135 2.053 1.131
C -4.335 1.401 0.923
C -4.526 0.731 -0.274
C -3.503 0.747 -1.210
N -2.335 1.347 -1.014
H 3.735 3.250 -1.501
H 5.502 1.692 -2.416
H 5.023 -0.769 -2.389
H 2.868 -1.546 -1.442
H -2.921 2.592 2.043
H -5.102 1.401 1.687
H -5.441 0.191 -0.477
H -3.624 0.238 -2.160
C -0.064 0.827 3.070
O -1.088 -0.062 2.652
C -1.068 -0.568 1.349
O -2.000 -1.293 1.091
H -0.017 0.755 4.157
H -0.292 1.859 2.793
H 0.906 0.561 2.643
Cl 3.363 -4.009 -0.650
C 3.056 -3.368 0.961
C 3.999 -3.698 1.928
C 3.798 -3.318 3.241
C 2.639 -2.622 3.569
C 1.727 -2.291 2.588
C 1.903 -2.631 1.235
C 0.866 -2.221 0.234
H 4.876 -4.263 1.639
H 4.530 -3.571 3.997
H 2.451 -2.330 4.595
H 0.831 -1.741 2.846
H -0.068 -2.732 0.481
H 1.145 -2.567 -0.764
*
```

The value obtained for the relative energy (zero: lowest compared OMol25 entry of this formula, charge and spin) is 0.022 eV. The calculation puts the HOMO energy at -4.856 eV. The calculation puts the HOMO-LUMO gap at 7.441 eV.

=====

Record 4
This record from OMol25 describes C29H44AsCoGeN4S as an isolated structure. The level of theory is the ωB97M-V functional and the def2-TZVPD basis.

Geometry as ORCA input:
```
! wB97M-V def2-TZVPD RIJCOSX def2/J DEFGRID3
* xyz 3 4
Co 0.609 0.242 0.513
C 0.058 4.254 2.327
C 0.684 3.114 1.499
N -0.263 1.972 1.403
C -0.761 1.660 2.774
C -1.677 2.793 3.273
N -1.420 3.992 2.403
C -1.964 3.741 1.024
C -1.422 2.376 0.558
H 0.214 5.228 1.868
H 0.435 4.286 3.347
H 1.605 2.776 1.970
H 0.920 3.444 0.488
H 0.107 1.528 3.420
H -1.311 0.722 2.750
H -1.469 3.065 4.305
H -2.733 2.548 3.182
H -1.885 4.807 2.805
H -1.636 4.564 0.391
H -3.051 3.753 1.075
H -1.103 2.442 -0.482
H -2.180 1.595 0.622
C -4.843 -0.065 -2.477
C -3.891 -1.114 -2.004
C -3.872 -2.400 -2.539
C -2.941 -3.296 -2.057
N -2.073 -2.962 -1.091
C -2.202 -1.734 -0.646
S -1.156 -1.284 0.741
N -3.031 -0.781 -1.023
H -5.639 -0.491 -3.083
H -4.311 0.670 -3.086
H -5.279 0.458 -1.627
H -4.572 -2.689 -3.310
H -2.873 -4.308 -2.438
Ge 0.136 -3.022 1.541
C 1.388 -3.713 0.255
C 1.155 -3.742 -1.120
C 2.127 -4.250 -1.973
C 3.326 -4.728 -1.461
C 3.559 -4.704 -0.091
C 2.595 -4.196 0.768
C 1.111 -1.690 2.620
C 2.059 -0.906 1.934
C 2.796 0.084 2.593
C 2.599 0.289 3.953
C 1.679 -0.496 4.642
C 0.926 -1.467 3.979
H -0.793 -3.915 2.346
H 0.204 -3.414 -1.515
H 1.937 -4.295 -3.039
H 4.073 -5.139 -2.127
H 4.485 -5.093 0.311
H 2.792 -4.190 1.835
H 2.369 -1.220 0.932
H 3.562 0.637 2.060
H 3.197 1.018 4.486
H 1.558 -0.367 5.711
H 0.220 -2.066 4.542
C 3.241 2.654 -3.191
C 2.469 2.483 -1.884
As 1.698 0.701 -1.675
C 0.423 0.528 -3.138
C 0.110 -0.930 -3.460
C 3.159 -0.517 -2.076
C 4.371 -0.291 -1.176
H 3.661 3.658 -3.243
H 2.600 2.525 -4.062
H 4.069 1.951 -3.268
H 1.640 3.193 -1.828
H 3.114 2.661 -1.021
H 0.847 1.045 -3.998
H -0.480 1.068 -2.846
H 0.987 -1.455 -3.838
H -0.662 -0.984 -4.228
H -0.254 -1.468 -2.582
H 3.412 -0.365 -3.126
H 2.768 -1.530 -1.975
H 4.741 0.734 -1.227
H 5.187 -0.943 -1.488
H 4.157 -0.528 -0.132
*
```

The expectation value of S² is 3.759. The value obtained for the relative energy (zero: lowest compared OMol25 entry of this formula, charge and spin) is 0.000 eV. The calculation puts the HOMO energy (spin up / spin down) at -16.370 / -16.369 eV. The calculation puts the HOMO-LUMO gap (spin up / spin down) at 8.592 / 7.080 eV.

=====

Record 5
This record from OMol25 describes an isolated ion of composition C4H8IN2 and charge +1 at a distorted geometry. The level of theory is the ωB97M-V functional and the def2-TZVPD basis.

Geometry as ORCA input:
```
! wB97M-V def2-TZVPD RIJCOSX def2/J DEFGRID3
* xyz 1 1
C -1.491 -0.713 0.620
C -2.279 0.266 0.017
C 0.881 -0.065 0.325
C 1.656 -0.605 -0.914
N -0.209 -0.856 0.557
N 0.790 1.351 0.300
I -4.316 0.083 -0.147
H -1.998 -1.563 1.073
H -1.832 1.048 -0.586
H 1.550 -0.390 1.164
H 1.062 -0.410 -1.802
H 1.829 -1.673 -0.819
H 2.610 -0.095 -0.994
H 1.670 1.842 0.326
H 0.079 1.779 0.879
*
```

The value obtained for the relative energy (zero: lowest compared OMol25 entry of this formula, charge and spin) is 3.762 eV. The calculation puts the HOMO energy (spin up / spin down) at -13.475 / -13.483 eV. The calculation puts the HOMO-LUMO gap (spin up / spin down) at 6.109 / 6.119 eV.

=====

Record 6
This record from OMol25 describes a 2-piece molecular cluster, C4H7FO2 overall at a distorted geometry. The level of theory is the ωB97M-V functional and the def2-TZVPD basis.

Geometry as ORCA input:
```
! wB97M-V def2-TZVPD RIJCOSX def2/J DEFGRID3
* xyz 0 1
C -2.064 -0.316 -0.060
C 0.915 -1.128 0.381
C 0.485 1.010 -1.009
C 0.416 0.271 0.286
O -2.543 -1.402 -0.033
O 0.428 1.062 1.370
F -2.825 0.795 -0.330
H 0.388 -1.775 -0.314
H 1.978 -1.162 0.125
H 0.790 -1.527 1.386
H 1.476 1.458 -1.142
H -0.240 1.818 -1.013
H 0.288 0.339 -1.838
H 0.508 0.558 2.191
*
```

The value obtained for the relative energy (zero: lowest compared OMol25 entry of this formula, charge and spin) is 2.527 eV. The calculation puts the HOMO energy (spin up / spin down) at -7.878 / -7.877 eV. The calculation puts the HOMO-LUMO gap (spin up / spin down) at 7.854 / 7.853 eV.

=====

Record 7
This record from OMol25 describes a 7-piece molecular cluster, C22H49FN7O8S overall. The level of theory is the ωB97M-V functional and the def2-TZVPD basis.

Geometry as ORCA input:
```
! wB97M-V def2-TZVPD RIJCOSX def2/J DEFGRID3
* xyz 1 1
O -3.278 -0.522 -1.569
S -1.904 -0.728 -1.768
O -0.985 0.231 -2.242
F -1.750 -1.994 -2.668
C -1.223 -1.385 -0.244
N -0.027 -1.804 -0.158
C 0.312 -2.225 1.235
C -1.095 -2.546 1.739
C -1.924 -1.445 1.060
H 0.631 -1.856 -0.930
H 0.807 -1.391 1.735
H 0.963 -3.087 1.192
H -1.378 -3.513 1.312
H -1.200 -2.597 2.818
H -3.001 -1.572 0.995
H -1.696 -0.474 1.536
C -1.067 2.256 2.741
O -0.923 1.084 2.401
N -1.507 3.220 1.934
C -1.660 4.595 2.377
C -1.851 2.891 0.558
H -0.830 2.596 3.759
H -2.698 4.904 2.258
H -1.031 5.256 1.780
H -1.370 4.681 3.422
H -2.649 2.147 0.534
H -0.983 2.484 0.037
H -2.203 3.788 0.056
C 1.622 -5.401 -0.430
O 0.886 -4.443 -0.669
N 2.880 -5.510 -0.854
C 3.689 -6.682 -0.563
C 3.456 -4.433 -1.641
H 1.275 -6.265 0.153
H 4.577 -6.404 0.005
H 3.998 -7.173 -1.485
H 3.104 -7.386 0.025
H 3.467 -3.502 -1.072
H 2.882 -4.275 -2.555
H 4.477 -4.699 -1.902
C -4.655 6.361 0.703
O -4.209 5.391 0.112
N -5.744 6.337 1.489
C -6.230 7.520 2.171
C -6.460 5.082 1.642
H -4.186 7.356 0.638
H -6.234 7.374 3.252
H -7.242 7.768 1.850
H -5.579 8.361 1.938
H -5.812 4.316 2.071
H -6.812 4.718 0.677
H -7.310 5.242 2.300
C 3.443 -0.634 3.228
O 2.764 -1.376 2.525
N 3.460 0.696 3.118
C 4.304 1.529 3.953
C 2.618 1.335 2.118
H 4.102 -1.024 4.017
H 3.701 2.224 4.540
H 4.999 2.101 3.337
H 4.872 0.900 4.635
H 1.566 1.107 2.303
H 2.893 1.001 1.119
H 2.780 2.408 2.170
C 4.771 3.347 -0.799
O 4.619 2.598 0.150
N 3.933 3.411 -1.851
C 4.154 4.315 -2.961
C 2.773 2.539 -1.860
H 5.620 4.044 -0.874
H 3.323 5.014 -3.069
H 4.269 3.765 -3.897
H 5.064 4.884 -2.782
H 2.133 2.735 -0.998
H 3.078 1.492 -1.820
H 2.208 2.715 -2.773
C -1.237 -7.361 -3.164
O -1.032 -8.450 -3.655
N -1.458 -6.230 -3.869
C -1.658 -4.961 -3.207
C -1.478 -6.310 -5.319
H -1.264 -7.192 -2.072
H -2.640 -4.545 -3.449
H -0.891 -4.242 -3.506
H -1.583 -5.111 -2.134
H -2.261 -6.988 -5.658
H -0.528 -6.684 -5.701
H -1.663 -5.316 -5.721
*
```

The value obtained for the relative energy (zero: lowest compared OMol25 entry of this formula, charge and spin) is 0.000 eV. The calculation puts the HOMO energy at -10.956 eV. The calculation puts the HOMO-LUMO gap at 7.086 eV.

=====

Record 8
This record from OMol25 describes a 13-piece molecular cluster, C57H124O21S7 overall at a distorted geometry. The level of theory is the ωB97M-V functional and the def2-TZVPD basis.

Geometry as ORCA input:
```
! wB97M-V def2-TZVPD RIJCOSX def2/J DEFGRID3
* xyz 0 1
O 0.113 -2.936 0.313
S 1.018 -1.828 0.194
O 2.426 -2.069 0.193
O 0.654 -0.884 -1.083
C -0.693 -0.416 -1.126
C -0.838 0.333 -2.437
C 0.627 -0.707 1.551
H -0.901 0.296 -0.323
H -1.485 -1.162 -1.045
H -0.583 -0.277 -3.305
H -0.080 1.124 -2.501
H -1.781 0.855 -2.580
H 0.741 -1.231 2.499
H -0.435 -0.482 1.492
H 1.308 0.133 1.458
O 3.840 -5.856 -2.091
S 3.049 -6.396 -1.016
O 2.754 -7.799 -0.920
O 3.604 -5.883 0.376
C 4.455 -4.731 0.478
C 4.426 -4.273 1.935
C 1.441 -5.567 -1.093
H 4.212 -3.888 -0.170
H 5.447 -5.093 0.203
H 3.446 -3.853 2.143
H 5.283 -3.634 2.148
H 4.655 -5.139 2.563
H 1.372 -4.933 -1.969
H 1.230 -5.016 -0.180
H 0.707 -6.370 -1.093
O -1.048 -0.461 4.456
S -1.622 -0.163 5.732
O -2.876 -0.721 6.150
O -0.509 -0.558 6.839
C -0.952 -1.080 8.092
C 0.155 -1.942 8.690
C -1.614 1.597 6.003
H -1.843 -1.700 8.007
H -1.235 -0.279 8.786
H 1.133 -1.481 8.788
H 0.214 -2.773 7.982
H -0.187 -2.363 9.635
H -1.926 1.741 7.033
H -2.353 1.953 5.283
H -0.624 2.000 5.809
O 2.744 -7.804 3.713
S 1.463 -8.451 3.636
O 1.013 -9.205 4.765
O 0.359 -7.316 3.310
C 0.834 -6.020 2.899
C -0.345 -5.067 3.083
C 1.414 -9.398 2.120
H 0.944 -6.121 1.819
H 1.643 -5.534 3.436
H -0.581 -4.874 4.130
H -1.173 -5.426 2.472
H -0.135 -4.083 2.653
H 0.367 -9.501 1.847
H 1.859 -10.377 2.283
H 2.007 -8.865 1.380
O -2.917 -6.643 -2.019
S -2.959 -6.424 -0.600
O -1.755 -6.023 0.081
O -4.132 -5.368 -0.286
C -4.304 -4.297 -1.225
C -3.008 -3.470 -1.387
C -3.653 -7.791 0.318
H -5.042 -3.596 -0.844
H -4.679 -4.623 -2.195
H -2.417 -3.411 -0.480
H -3.270 -2.478 -1.760
H -2.450 -3.887 -2.229
H -4.567 -8.106 -0.176
H -3.792 -7.440 1.335
H -2.913 -8.584 0.225
O 1.555 2.216 4.983
S 2.104 2.437 3.675
O 3.149 1.619 3.156
O 0.873 2.474 2.608
C -0.259 3.301 2.899
C -1.478 2.514 2.412
C 2.638 4.152 3.522
H -0.125 4.231 2.342
H -0.392 3.554 3.953
H -1.456 1.529 2.879
H -1.442 2.570 1.326
H -2.447 2.886 2.755
H 3.652 4.123 3.924
H 1.998 4.829 4.076
H 2.767 4.361 2.464
O -3.213 0.147 1.310
S -4.374 -0.695 1.370
O -4.746 -1.560 0.283
O -4.415 -1.520 2.741
C -3.396 -2.500 2.967
C -3.742 -3.438 4.098
C -5.800 0.315 1.716
H -2.507 -1.978 3.335
H -3.158 -3.106 2.089
H -4.025 -2.871 4.988
H -2.875 -4.052 4.321
H -4.662 -3.970 3.834
H -6.662 -0.259 2.033
H -5.982 0.939 0.846
H -5.435 0.938 2.535
C 2.017 -3.766 5.861
C 1.429 -2.622 5.319
C 2.240 -1.559 4.968
C 3.608 -1.601 5.236
C 4.197 -2.803 5.604
C 3.393 -3.891 5.950
H 1.373 -4.598 6.124
H 0.359 -2.529 5.195
H 1.863 -0.655 4.504
H 4.211 -0.722 5.048
H 5.268 -2.857 5.753
H 3.804 -4.852 6.229
C 3.013 5.583 -1.408
C 3.346 4.720 -2.433
C 3.006 3.375 -2.440
C 2.402 2.887 -1.286
C 2.149 3.700 -0.184
C 2.438 5.062 -0.244
H 3.471 6.558 -1.286
H 3.923 5.059 -3.289
H 3.470 2.689 -3.136
H 2.203 1.830 -1.134
H 1.748 3.227 0.702
H 2.290 5.719 0.605
C 5.020 0.105 0.651
C 5.614 -0.481 -0.632
C 6.589 -1.609 -0.280
C 7.268 -2.184 -1.508
C 8.064 -3.467 -1.222
C 8.604 -4.221 -2.443
H 5.816 0.545 1.259
H 4.629 -0.740 1.224
H 4.288 0.897 0.498
H 4.850 -0.829 -1.329
H 6.158 0.328 -1.134
H 5.981 -2.389 0.187
H 7.316 -1.280 0.466
H 6.506 -2.408 -2.266
H 7.959 -1.558 -2.085
H 8.830 -3.253 -0.466
H 7.410 -4.134 -0.642
H 9.198 -5.063 -2.090
H 7.739 -4.569 -3.001
H 9.270 -3.554 -2.991
C 2.992 6.613 -9.360
C 1.819 6.574 -8.358
C 1.542 5.136 -7.941
C 0.596 4.980 -6.753
C -0.112 3.632 -6.720
C -0.460 3.020 -5.359
H 2.640 6.389 -10.369
H 3.767 5.881 -9.122
H 3.495 7.581 -9.375
H 2.127 7.103 -7.450
H 1.002 7.083 -8.867
H 2.481 4.632 -7.704
H 1.143 4.627 -8.828
H 1.208 5.069 -5.845
H -0.157 5.762 -6.641
H -1.034 3.725 -7.306
H 0.390 2.783 -7.198
H 0.404 3.045 -4.685
H -1.257 3.541 -4.816
H -0.766 1.977 -5.441
C -7.920 6.542 -4.452
C -7.503 5.069 -4.374
C -6.808 4.557 -5.636
C -6.293 3.123 -5.463
C -4.927 3.049 -4.775
C -4.634 1.622 -4.266
H -8.411 6.729 -5.412
H -7.057 7.206 -4.454
H -8.606 6.773 -3.640
H -6.709 5.049 -3.616
H -8.268 4.352 -4.080
H -5.962 5.197 -5.896
H -7.510 4.485 -6.473
H -6.936 2.509 -4.823
H -6.232 2.650 -6.445
H -4.099 3.237 -5.464
H -4.879 3.731 -3.924
H -4.929 0.798 -4.914
H -3.547 1.497 -4.187
H -4.980 1.487 -3.239
C -3.765 3.292 -0.835
C -2.526 3.585 -1.651
C -1.821 4.941 -1.536
C -1.292 5.252 -0.147
C -0.842 6.683 0.160
C -1.817 7.489 1.028
H -3.575 3.268 0.242
H -4.209 2.317 -1.048
H -4.564 4.021 -1.004
H -1.786 2.801 -1.473
H -2.777 3.523 -2.715
H -2.466 5.744 -1.911
H -0.966 4.948 -2.219
H -1.976 4.857 0.614
H -0.403 4.632 0.023
H -0.060 6.480 0.912
H -0.256 7.156 -0.627
H -1.524 8.522 1.213
H -2.805 7.512 0.558
H -1.931 6.991 1.991
*
```

The calculation puts the HOMO energy at -9.110 eV. The calculation puts the HOMO-LUMO gap at 9.034 eV.

=====

no.,calculated total energy (Ha)
1,-571.796428
2,-401.103337
3,-1855.319413
4,-7443.213551
5,-564.041267
6,-406.872142
7,-2350.711419
8,-6613.433721